Record 1
6
Properties=species:S:1:pos:R:3:nbo_charge:R:1 method="wB97M-V/def2-TZVPD" relative_energy_kj_mol=724.7 gap_ev=9.98 e_lumo_ev=-0.27 e_homo_ev=-10.25 smiles=FO[SiH3]
O -0.90 -1.95 -0.62 -0.427
F -0.59 -2.83 0.38 -0.183
Si -0.11 -0.15 -0.03 1.012
H -1.13 0.59 -0.90 -0.124
H -0.18 0.33 1.46 -0.159
H 1.35 -0.75 -0.15 -0.119



Record 2
10
Properties=species:S:1:pos:R:3:nbo_charge:R:1 method="wB97M-V/def2-TZVPD" relative_energy_kj_mol=413.3 gap_ev=10.57 e_lumo_ev=0.44 e_homo_ev=-10.13
C 0.65 1.12 -0.10 -0.600
C 0.78 -0.33 0.06 0.713
C -1.72 -0.57 -0.05 0.409
H -0.24 1.32 -0.26 0.203
H 1.33 1.17 -0.79 0.234
H 1.09 1.36 1.22 0.225
H -0.24 -1.95 -0.08 0.423
N -0.49 -1.05 -0.02 -0.697
N -2.90 -0.06 0.03 -0.366
O 1.73 -1.01 -0.01 -0.543